[1]
Computed, not measured: a 2-piece molecular cluster, C4H15N2O overall in a non-equilibrium geometry, with ωB97M-V/def2-TZVPD.

electronic energy: -345.927521 Ha
total charge: +1
energy above the lowest of the compared OMol25 structures with the same formula, charge and spin: 11.41 kcal per mole

Positions of all 22 atoms, in Å:
C 2.6848 -0.3167 1.1850
C 1.2441 -0.3561 0.6730
C 1.1114 0.1595 -0.7598
C -0.1750 0.9613 -1.0516
N -1.3355 0.3295 -0.3371
N 0.5866 -1.6785 0.7136
H 3.0377 0.6995 1.2707
H 2.6965 -0.8101 2.1611
H 3.3363 -0.8988 0.5383
H 0.6846 0.2934 1.3569
H 2.0180 0.6633 -1.1054
H 1.0613 -0.6694 -1.4770
H -0.3372 0.8462 -2.1130
H -0.1542 2.0227 -0.8133
H -1.1198 0.2267 0.6509
H -2.1848 0.8687 -0.5160
H -1.5256 -0.5851 -0.7482
H 1.1903 -2.3663 0.2627
H 0.5579 -1.9738 1.6904
H -4.6208 0.6157 -1.2526
H -4.6706 1.2362 0.1281
O -4.0861 0.7320 -0.4566

Atomic partial charges in e from the natural (NBO) method, atoms 1 to 4: atom 1 (C): -0.617, atom 2 (C): -0.055, atom 3 (C): -0.434, atom 4 (C): -0.218

[2]
Computed, not measured: a 12-piece molecular cluster, C30H70BF19N9O14PS2 overall in a non-equilibrium geometry, with ωB97M-V/def2-TZVPD.

electronic energy: -5789.811820 Ha
total charge: +4

Positions of all 146 atoms, in Å:
C -0.0874 0.0247 1.6597
F -0.1369 0.8882 2.6571
F -0.1683 -1.1696 2.1550
F -1.1645 0.2593 0.7945
S 1.4195 0.3101 0.5587
O 2.5504 0.7809 1.3475
O 1.6436 -0.9875 -0.1248
N 0.8801 1.6383 -0.4109
S 1.1608 1.2258 -1.7743
O 2.5583 1.0013 -2.1657
O 0.2961 0.2535 -2.4183
C 0.7549 2.8556 -2.7472
F 0.9867 2.6576 -4.0554
F -0.5488 3.1118 -2.6547
F 1.4212 3.9212 -2.1714
C -0.9313 -1.5695 -7.6389
C -1.0387 -1.9761 -9.0842
O -1.9373 -1.5753 -9.8476
N -0.2057 -3.1949 -9.5144
H -0.3293 -3.8830 -8.7855
H -0.4975 -3.6072 -10.3890
C 1.2402 -2.6660 -9.6003
H -1.4815 -0.6293 -7.6001
H 0.1101 -1.3016 -7.4609
H -1.3965 -2.2953 -6.9719
H 1.3552 -2.0128 -10.4653
H 1.8595 -3.5350 -9.8225
H 1.6034 -2.1174 -8.7313
C 1.5404 5.1444 3.0143
C -0.0168 5.2068 2.8884
O -0.8119 5.2366 3.8541
N -0.5173 4.9498 1.4693
H -0.4100 5.7855 0.9123
H 0.0310 4.2013 1.0705
C -1.9585 4.3635 1.4931
H 1.9768 5.9455 2.4178
H 1.9045 4.2045 2.5995
H 1.8466 5.2553 4.0546
H -2.0968 3.8251 0.5555
H -2.6440 5.2046 1.5970
H -2.0411 3.7179 2.3675
C -0.9590 6.9422 -7.9085
C -2.2005 6.2561 -7.3787
O -2.4255 5.1195 -7.7228
N -3.1330 6.9708 -6.3802
H -2.6120 7.7011 -5.9162
H -3.7832 7.5309 -6.9128
C -4.1228 6.0810 -5.6083
H -1.1730 7.6460 -8.7129
H -0.2365 6.2842 -8.3914
H -0.5320 7.3950 -7.0137
H -3.5897 5.3879 -4.9575
H -4.6952 5.5987 -6.4006
H -4.7945 6.7304 -5.0468
C 6.1051 5.0865 -0.8268
C 6.8515 4.1877 0.2061
O 6.6238 4.2076 1.4142
N 7.9518 3.2786 -0.3297
H 8.2774 3.5825 -1.2362
H 8.8248 3.2457 0.1771
C 7.4698 1.8409 -0.4144
H 6.7423 5.9120 -1.1439
H 5.2413 5.5386 -0.3393
H 5.7549 4.4559 -1.6440
H 6.9776 1.5861 0.5242
H 8.3341 1.1844 -0.5151
H 6.8029 1.8214 -1.2763
C 5.4913 -4.0136 -3.2502
C 6.4845 -5.2055 -3.2823
O 7.1703 -5.4425 -4.2995
N 6.5712 -6.0653 -2.0337
H 7.5562 -6.2756 -1.9596
H 6.3837 -5.4879 -1.2265
C 5.7495 -7.3862 -2.0335
H 5.4424 -3.5839 -4.2507
H 5.7775 -3.2237 -2.5557
H 4.5630 -4.5272 -3.0001
H 4.6864 -7.1770 -2.1521
H 6.1969 -7.8750 -1.1680
H 6.1880 -7.8954 -2.8917
C -5.4045 3.2485 10.8737
C -4.2228 3.7907 10.1753
O -4.1608 5.0138 9.8987
N -3.0224 2.8769 9.7997
H -2.2150 3.1335 10.3496
H -3.3273 1.9318 9.9842
C -2.6107 2.9324 8.3284
H -5.0617 2.7603 11.7860
H -5.9601 2.5604 10.2366
H -6.0460 4.0112 11.3150
H -3.3727 2.5382 7.6561
H -1.6651 2.3921 8.3744
H -2.4603 3.9869 8.0972
C -9.9751 -1.6902 4.8927
C -8.8264 -2.1820 3.9814
O -8.9634 -2.6965 2.8834
N -7.4449 -1.9300 4.5501
H -7.4187 -0.9596 4.8290
H -7.1822 -2.4794 5.3559
C -6.3063 -2.1513 3.5061
H -9.8516 -0.6430 5.1686
H -9.9820 -2.3023 5.7946
H -10.9355 -1.7436 4.3798
H -6.6677 -1.9154 2.5051
H -5.8848 -3.1565 3.4960
H -5.3876 -1.6169 3.7480
C -1.9328 -4.7972 -1.7015
C -3.0518 -5.7541 -1.6594
O -3.7264 -5.9252 -0.7078
N -3.1249 -6.7651 -2.8129
H -2.2798 -6.9732 -3.3253
H -3.4111 -7.6389 -2.3949
C -4.1772 -6.3353 -3.8806
H -2.0279 -3.8706 -1.1353
H -1.7689 -4.4645 -2.7265
H -0.9704 -5.2699 -1.5056
H -3.9771 -7.0119 -4.7114
H -3.8658 -5.3653 -4.2683
H -5.1791 -6.3909 -3.4548
C 0.6211 -6.8439 6.3256
O 1.6433 -6.9085 5.3658
O 0.5462 -8.1486 6.8221
C 0.8495 -5.7845 7.5743
F -0.0953 -5.9564 8.4074
F 2.0447 -5.8118 8.2344
F 0.7599 -4.5476 7.0797
C 1.6773 -5.9974 4.2312
C 2.8165 -6.6694 3.3374
H 2.8664 -6.1786 2.3655
H 3.7523 -6.6510 3.8959
H 2.6723 -7.7376 3.1756
H 2.0200 -5.0218 4.5759
H 0.7929 -6.0446 3.5958
H -0.2972 -6.5170 5.8378
P -1.3088 9.4186 -1.9878
F -0.3093 8.6928 -0.9561
F -2.5313 8.3201 -1.7640
F -1.8475 10.2181 -0.6569
F -2.2909 10.3345 -2.8837
F -0.1328 10.5718 -2.1918
F -0.8519 8.5020 -3.2212
B 7.5484 -3.4344 1.9839
F 8.1579 -3.2609 0.7561
F 6.2731 -2.8644 2.0349
F 7.4476 -4.7611 2.1914
F 8.3436 -2.9277 3.0161

Atomic partial charges in e from the Mulliken method, atoms 1 to 4: atom 1 (C): 0.610, atom 2 (F): -0.215, atom 3 (F): -0.169, atom 4 (F): -0.259

[3]
Computed, not measured: a single C3H5NO2 molecule, with ωB97M-V/def2-TZVPD.

electronic energy: -322.545371 Ha
energy above the lowest of the compared OMol25 structures with the same formula, charge and spin: 18.17 kcal per mole
structure (SMILES): O=CCNC=O

Positions of all 11 atoms, in Å:
O 0.5421 1.6451 -1.4631
C -0.1234 1.6853 -0.4563
C -0.6042 0.4518 0.2697
N -0.0701 -0.7441 -0.3243
C 0.6460 -1.6269 0.4284
O 0.7187 -1.6002 1.6401
H -0.4356 2.6502 -0.0109
H -0.2867 0.4853 1.3177
H -1.7047 0.4595 0.2772
H 0.1175 -0.7053 -1.3163
H 1.1493 -2.3934 -0.1875

Atomic partial charges in e from the natural (NBO) method, atoms 1 to 4: atom 1 (O): -0.523, atom 2 (C): 0.435, atom 3 (C): -0.351, atom 4 (N): -0.615

Here are the calculated LUMO energy numbers, same order: -0.1083; -0.2987; 0.0313 (Eh).